No. 1
{
  "formula": "C28H43F17MgN2O29S4",
  "method": "ωB97M-V with the def2-TZVPD basis set",
  "homo_ev": -9.70,
  "molar_mass_g_mol": 1347.2,
  "total_energy_ha": -6874.882438,
  "gap_ev": 9.41,
  "elements": ["H", "C", "O", "H", "H", "O", "O", "S", "H", "H", "H", "O", "H", "C", "N", "F", "C", "H", "C", "O", "O", "F", "H", "H", "O", "C", "F", "O", "C", "O", "C", "H", "O", "H", "O", "H", "H", "H", "S", "C", "H", "H", "F", "H", "F", "O", "S", "O", "H", "C", "Mg", "H", "H", "C", "O", "H", "H", "O", "H", "F", "H", "C", "H", "F", "O", "H", "N", "H", "O", "H", "H", "C", "O", "H", "O", "H", "F", "C", "O", "O", "F", "C", "C", "C", "H", "C", "C", "O", "H", "C", "F", "C", "C", "O", "F", "O", "O", "C", "H", "H", "H", "F", "F", "F", "C", "H", "C", "O", "C", "F", "O", "C", "H", "O", "H", "S", "H", "O", "C", "F", "H", "C", "H", "F"],
  "coordinates": [[0.274, 2.038, 5.048], [-4.501, -5.643, 3.171], [-4.609, 3.486, 3.686], [2.070, -4.294, -1.303], [-3.035, 3.916, -1.857], [-0.142, -1.832, -4.332], [2.349, -6.374, -4.967], [0.480, -0.827, -0.374], [0.137, 0.343, 4.701], [1.559, 3.808, 0.577], [-3.029, -1.602, -2.761], [-0.738, 1.526, 2.428], [1.054, -2.790, 1.769], [4.516, 3.784, -4.372], [3.934, -0.352, 2.290], [5.117, 1.926, 3.325], [4.092, 2.370, -3.960], [-1.461, -0.264, -4.480], [2.380, -5.490, -4.193], [-4.347, -3.245, -2.963], [-1.343, 6.405, 1.571], [4.175, -2.847, 1.016], [-2.315, 2.279, -1.911], [-4.522, -6.378, 2.363], [-2.762, -4.313, 2.632], [1.774, 3.413, 1.576], [4.944, -2.151, -0.881], [1.896, 1.212, 4.017], [-2.205, 4.364, 1.108], [-0.746, -1.476, -0.678], [-3.484, 2.598, -4.671], [-3.211, 1.546, -4.832], [1.660, -1.645, -0.483], [-4.785, 3.827, 4.567], [6.007, -1.453, 3.418], [1.660, -1.799, 4.382], [-2.598, -2.686, -0.330], [0.833, 3.294, 2.099], [4.819, -0.719, 3.646], [-0.566, -0.638, -4.981], [0.279, -2.403, -4.980], [2.097, -3.638, 2.890], [-1.546, -0.896, 3.655], [2.280, 2.079, 4.180], [-4.207, -1.505, -0.580], [5.626, 3.571, -5.228], [4.826, -0.288, 0.939], [-5.583, -4.967, -2.186], [-4.082, 1.660, 4.654], [1.883, -4.280, -2.370], [2.058, 0.096, 2.335], [3.301, 2.280, 1.045], [-4.584, -3.990, 1.723], [0.660, 0.605, -1.576], [1.555, -1.679, 3.434], [-2.143, 3.349, 1.482], [4.867, 4.354, -3.512], [6.126, 0.275, 1.089], [-2.783, 2.577, 3.885], [-3.127, -0.646, 2.187], [-5.116, 3.711, -3.800], [5.340, 0.992, 4.252], [0.367, -3.406, 3.264], [1.734, 0.404, -2.320], [2.748, -4.209, -4.475], [-3.933, 1.746, 2.857], [0.608, -0.152, 1.123], [-2.275, -3.179, -2.669], [-2.473, 3.094, -3.763], [0.186, 0.151, -4.966], [3.860, -3.512, -2.850], [-3.838, 2.285, 3.795], [6.719, 1.764, -6.000], [2.589, -2.445, -3.354], [3.896, -1.210, 4.619], [-5.027, 2.572, -1.760], [-1.525, -2.065, 1.848], [5.076, -2.067, 0.430], [2.460, 2.170, 1.502], [0.285, 6.377, 0.016], [0.595, -3.938, -2.652], [-3.494, -2.619, -0.934], [0.842, 1.109, 5.002], [-4.152, -4.253, 2.684], [-5.631, 2.121, -4.298], [-2.334, -5.221, 3.569], [-2.973, 2.989, -2.426], [-1.728, 0.805, 0.359], [-3.142, 4.458, 0.556], [-3.181, -2.626, -2.422], [-0.427, 0.658, -2.320], [-4.781, 2.672, -3.901], [-4.828, -4.081, -2.014], [3.949, 0.241, -0.068], [0.821, 1.759, -0.926], [-1.053, 4.581, 0.310], [5.037, 1.536, -4.516], [-1.840, -0.882, 2.356], [3.697, 4.319, -4.845], [-3.443, 3.145, -5.610], [-5.419, -5.768, 3.735], [-1.521, 4.972, 3.311], [4.623, 1.300, 5.334], [-4.525, -3.331, 3.636], [1.252, -2.952, 2.825], [-0.913, -0.875, -5.991], [5.887, 2.250, -5.328], [2.116, -5.595, -2.851], [-4.305, 2.227, -2.501], [6.281, -2.493, 0.782], [-3.382, -5.922, 4.029], [-2.159, 5.421, 2.185], [1.261, 0.875, 5.980], [-1.202, -5.348, 3.880], [-3.119, 5.863, 2.424], [-0.902, 0.468, 1.464], [-4.189, 1.147, -2.428], [-4.281, -3.771, -0.791], [-0.613, 5.838, 0.557], [2.847, 2.093, -4.499], [3.971, 2.264, -2.884], [2.840, -3.497, -3.236], [2.388, 4.203, 2.025], [6.618, 0.972, 4.565]],
  "lowdin_charge": [0.100, -0.035, -0.120, 0.161, 0.107, -0.131, 0.196, 0.647, 0.065, 0.086, 0.135, -0.277, 0.068, -0.051, -0.337, 0.133, -0.308, 0.055, -0.545, 0.092, 0.126, 0.142, 0.091, 0.146, 0.103, -0.093, 0.159, -0.157, -0.074, -0.249, -0.193, 0.108, -0.270, 0.077, -0.223, 0.102, 0.130, 0.070, 0.657, -0.144, 0.076, 0.102, 0.149, 0.112, 0.066, 0.083, 0.626, 0.193, 0.086, -0.302, 0.559, 0.092, 0.158, -0.646, -0.173, 0.106, 0.136, -0.232, 0.058, 0.167, 0.116, -0.651, 0.075, 0.161, 0.072, 0.071, -0.302, 0.138, -0.137, 0.076, 0.133, -0.146, 0.201, 0.134, -0.258, 0.110, 0.139, -0.672, -0.167, 0.185, 0.066, -0.320, -0.055, -0.296, 0.113, -0.542, -0.203, -0.240, 0.141, -0.051, 0.159, -0.168, -0.540, -0.276, 0.146, 0.068, 0.143, -0.655, 0.141, 0.119, 0.144, 0.058, 0.137, 0.060, -0.055, 0.088, -0.535, 0.120, -0.153, 0.159, 0.088, -0.282, 0.104, 0.185, 0.165, 0.648, 0.103, 0.108, -0.547, 0.033, 0.160, -0.062, 0.103, 0.176]
}



No. 2
{
  "formula": "C28H43F7NO6",
  "method": "ωB97M-V with the def2-TZVPD basis set",
  "homo_ev": -12.72,
  "molar_mass_g_mol": 622.6,
  "charge": 1,
  "total_energy_ha": -2297.665971,
  "gap_ev": 9.75,
  "elements": ["H", "H", "C", "H", "F", "H", "C", "C", "H", "C", "H", "C", "C", "C", "H", "C", "C", "F", "H", "H", "C", "H", "H", "H", "F", "F", "H", "H", "H", "F", "H", "C", "H", "C", "C", "H", "C", "C", "O", "H", "C", "H", "C", "C", "H", "C", "O", "H", "H", "H", "H", "H", "N", "H", "O", "H", "C", "C", "C", "F", "C", "H", "C", "H", "H", "H", "H", "H", "H", "H", "H", "C", "H", "C", "H", "H", "H", "C", "H", "F", "C", "H", "O", "O", "O"],
  "coordinates": [[-0.368, 0.965, -0.357], [-8.028, 0.353, 2.013], [-2.839, 2.529, 1.986], [-1.992, -0.932, 5.602], [6.165, 4.439, 2.161], [4.679, 0.772, -7.983], [-1.919, -2.003, 5.449], [2.792, 1.406, -5.490], [3.564, 2.746, -1.244], [-2.667, 3.487, 2.686], [1.157, -1.339, 3.594], [-5.974, 0.082, 2.227], [2.894, -0.431, -7.970], [4.577, 3.081, -1.462], [-2.067, -0.647, -0.356], [0.984, 0.007, -1.749], [6.930, 3.740, 1.310], [1.431, 2.601, -3.954], [5.317, 1.147, -2.051], [-1.846, -4.693, 0.170], [-2.832, -0.334, 2.960], [-1.394, -3.917, 1.706], [4.659, 2.116, -3.371], [1.326, -1.499, 0.272], [1.648, 3.447, -5.930], [-5.521, -2.638, 2.490], [-4.400, -1.078, 4.149], [1.269, -1.013, -2.022], [-4.758, -0.669, 0.578], [6.972, 2.471, 1.737], [-2.452, -3.348, 3.822], [-2.110, -4.581, 1.219], [4.514, 4.101, -1.840], [-2.921, -2.557, 4.405], [-7.097, 0.108, 1.520], [-0.715, 1.038, 1.781], [-4.754, -0.558, 1.667], [3.949, 0.396, -7.270], [3.371, 1.574, -6.663], [-2.097, -2.488, 6.408], [-1.213, -0.891, -0.991], [-1.513, -0.665, -2.013], [-0.136, -1.059, 1.837], [6.346, 3.831, -0.111], [0.248, 0.583, 3.147], [-3.609, -1.515, 3.523], [5.262, 3.068, -0.195], [-5.872, 0.539, 3.207], [1.513, -2.407, 2.219], [-0.978, -1.655, 1.480], [-4.157, -4.399, 0.583], [-3.944, -4.414, 2.320], [-3.504, 0.186, 1.973], [-2.411, 4.214, 3.423], [6.804, 4.519, -0.972], [2.167, -0.825, -7.261], [-0.562, 0.242, 2.508], [0.743, -0.653, 0.631], [0.010, -0.040, -0.572], [3.303, 3.506, -4.529], [5.238, 2.156, -2.459], [2.355, 0.175, -8.698], [-4.366, -1.966, 2.249], [1.435, 0.112, 1.006], [-2.379, 1.154, 0.495], [0.553, 0.474, -2.632], [-0.907, -2.281, 5.167], [1.912, 0.522, -1.490], [4.482, -0.180, -6.516], [-2.035, -5.540, 1.728], [-4.069, 1.602, 0.541], [-3.524, -4.031, 1.391], [-3.720, -3.043, 4.966], [0.721, -1.939, 2.797], [-7.070, -0.103, 0.459], [3.360, -1.269, -8.488], [0.094, -2.721, 3.222], [2.278, 2.764, -4.974], [6.245, 2.492, -2.704], [8.160, 4.236, 1.346], [-3.211, 1.378, 1.169], [-0.965, -1.948, -0.898], [-1.706, 0.112, 3.418], [2.694, 0.387, -4.869], [-3.513, -2.588, 1.367]],
  "lowdin_charge": [0.119, 0.077, -0.097, 0.076, 0.165, 0.128, -0.060, -0.412, 0.116, 0.166, 0.088, -0.107, -0.057, -0.194, 0.043, -0.074, -0.550, 0.156, 0.090, 0.080, -0.196, 0.053, 0.049, 0.124, 0.180, 0.118, 0.174, 0.093, 0.170, 0.164, 0.101, -0.044, 0.127, -0.146, 0.077, 0.103, -0.152, -0.185, 0.042, 0.081, -0.055, 0.087, -0.314, -0.398, 0.145, -0.081, 0.029, 0.124, 0.081, 0.107, 0.129, 0.120, 0.074, 0.050, 0.181, 0.077, -0.072, -0.148, -0.412, 0.157, -0.045, 0.086, -0.447, 0.135, 0.102, 0.071, 0.059, 0.077, 0.126, 0.087, 0.148, -0.198, 0.123, -0.027, 0.080, 0.086, 0.057, -0.542, 0.087, 0.182, -0.101, 0.090, 0.074, 0.157, -0.032]
}



No. 3
{
  "formula": "C28H43F9OP2Pt",
  "method": "ωB97M-V with the def2-TZVPD basis set",
  "s_squared": 6.013,
  "homo_ev": [-12.98, -12.97],
  "molar_mass_g_mol": 823.7,
  "charge": 2,
  "de_lowest_kcal_mol": 26.7,
  "total_energy_ha": -2867.996660,
  "gap_ev": [6.34, 4.02],
  "multiplicity": 5,
  "elements": ["H", "C", "C", "H", "H", "H", "C", "H", "H", "H", "C", "C", "F", "C", "H", "F", "H", "H", "H", "H", "C", "C", "H", "F", "H", "C", "P", "H", "H", "C", "C", "C", "H", "C", "H", "C", "C", "C", "H", "Pt", "F", "H", "H", "H", "C", "F", "H", "H", "C", "H", "C", "F", "H", "H", "C", "H", "C", "C", "C", "H", "H", "H", "C", "H", "F", "H", "O", "F", "H", "H", "H", "F", "C", "P", "H", "H", "H", "H", "C", "H", "C", "H", "H", "C"],
  "coordinates": [[-0.766, -2.208, -2.184], [-0.146, -1.507, 2.898], [0.821, 0.603, 4.206], [0.930, 0.207, -6.363], [0.548, -2.952, 4.303], [2.473, 2.465, -3.618], [5.212, -1.905, -2.942], [1.783, 0.261, 3.817], [0.657, 1.649, 3.904], [-4.188, -1.136, 4.657], [1.011, -0.502, -5.525], [-4.508, 2.350, 0.412], [-5.588, 3.859, 2.433], [-2.665, 3.901, 1.333], [-0.839, 0.471, -2.326], [-1.549, 3.917, 2.104], [0.395, 1.616, -1.777], [3.937, -0.689, -5.701], [0.924, -3.309, 2.596], [-4.290, -2.044, 3.133], [-0.013, 0.611, -1.602], [6.413, 0.343, -1.937], [5.972, -1.923, -3.739], [-3.800, 1.835, -0.628], [0.860, 0.583, 5.304], [-2.411, -1.094, 3.470], [4.737, -0.175, -2.496], [-1.722, 1.207, 5.745], [5.892, 0.236, -4.635], [-3.882, -1.145, 3.601], [-3.554, 2.607, 1.689], [0.454, -2.404, -0.403], [-4.324, -0.259, 3.125], [-1.589, -2.023, 2.866], [-2.561, -2.150, 0.204], [-0.578, 0.621, -0.205], [0.857, -2.518, 3.345], [-0.286, -0.237, 3.710], [7.185, 0.107, -2.689], [0.539, -0.729, 1.098], [-2.253, 3.897, 0.035], [6.657, -0.165, -0.997], [3.656, 1.057, -5.921], [-2.907, -3.261, 1.757], [1.421, -1.405, -0.716], [-3.869, 3.825, 3.801], [2.486, -1.583, -0.511], [0.023, -0.649, -5.068], [1.109, -0.428, -1.839], [-2.291, -4.007, 3.243], [4.928, 0.573, -4.211], [-5.070, 2.016, 3.496], [0.764, -3.327, 0.102], [-2.712, -1.230, -1.269], [3.776, 0.260, -5.170], [1.835, -2.041, 3.447], [-4.543, 3.100, 2.861], [-2.119, 1.173, 4.718], [-1.516, -0.335, 0.244], [0.740, 2.026, -3.710], [-3.211, 1.156, 4.740], [-2.273, 0.059, 0.939], [1.718, 1.914, -4.195], [2.061, 0.129, -1.976], [-5.119, 3.485, -0.039], [-0.639, 1.579, 0.331], [-2.867, 1.558, 2.003], [-3.341, 5.071, 1.543], [6.418, 1.423, -1.750], [1.657, 2.302, -5.220], [4.999, 1.659, -4.053], [-5.470, 1.443, 0.722], [-1.974, -1.544, -0.503], [2.170, 0.151, -4.275], [-1.244, -3.490, -1.075], [0.863, -1.023, -2.747], [5.611, -2.396, -2.043], [-1.786, 2.077, 4.196], [-2.012, -3.352, 2.395], [4.323, -2.458, -3.270], [-1.612, -0.007, 3.989], [-1.218, -3.847, 1.819], [1.365, -1.480, -5.887], [-0.876, -2.451, -1.117]],
  "lowdin_charge": [0.116, -0.388, 0.003, 0.079, 0.123, 0.073, -0.284, 0.082, 0.116, 0.124, -0.202, -0.480, 0.147, -0.476, 0.139, 0.126, 0.106, 0.098, 0.076, 0.092, -0.162, -0.287, 0.059, 0.118, 0.125, -0.121, 0.874, 0.120, 0.095, 0.030, -0.368, -0.155, 0.096, -0.141, 0.091, -0.196, -0.050, -0.167, 0.063, 1.200, 0.123, 0.048, 0.107, 0.095, -0.249, 0.134, 0.107, 0.056, -0.291, 0.132, -0.428, 0.118, 0.118, 0.154, -0.364, 0.086, -0.472, 0.011, -0.168, 0.045, 0.083, 0.096, -0.194, 0.007, 0.140, 0.120, -0.119, 0.142, 0.048, 0.080, 0.084, 0.142, -0.136, 0.992, 0.131, 0.072, 0.049, 0.099, -0.002, 0.030, -0.138, 0.089, 0.068, -0.142]
}



No. 4
{
  "formula": "C28H43IN6PZr",
  "method": "ωB97M-V with the def2-TZVPD basis set",
  "homo_ev": -10.98,
  "molar_mass_g_mol": 712.8,
  "charge": 1,
  "de_lowest_kcal_mol": 8.4,
  "total_energy_ha": -2107.308579,
  "gap_ev": 8.15,
  "elements": ["C", "H", "C", "H", "C", "C", "H", "H", "H", "H", "H", "H", "H", "C", "H", "H", "C", "H", "H", "H", "H", "C", "H", "C", "N", "H", "H", "H", "H", "C", "H", "N", "H", "C", "H", "H", "C", "C", "H", "C", "C", "C", "H", "H", "C", "N", "H", "H", "C", "H", "H", "C", "C", "N", "Zr", "C", "C", "N", "C", "H", "I", "H", "C", "H", "H", "N", "H", "C", "P", "H", "H", "C", "H", "C", "H", "H", "H", "C", "C", "H"],
  "coordinates": [[-0.004, -1.413, 5.084], [-3.263, -0.298, 3.033], [4.251, 1.250, -1.334], [-1.903, -1.236, -0.038], [-0.018, -0.781, -5.467], [-1.236, -0.957, 4.648], [1.260, -2.364, 2.105], [-4.320, 0.949, -2.130], [4.843, 1.498, -2.214], [1.869, -3.907, 1.521], [3.988, -1.307, 0.891], [1.970, 0.869, 3.558], [-1.762, -0.707, -4.172], [-1.035, -0.014, -4.605], [5.849, 0.067, -0.480], [-0.572, -3.690, 2.674], [-2.712, 0.585, 3.369], [0.195, -2.319, -3.162], [2.625, 1.402, 0.908], [-3.040, 6.583, -0.191], [-2.142, -1.465, 4.964], [2.796, 1.049, -1.760], [-2.363, -3.242, 1.181], [-3.061, 5.136, 1.494], [-0.521, 1.014, -0.384], [-1.044, 1.302, -2.887], [2.767, 0.517, -2.712], [4.622, -0.860, -1.321], [-3.141, 5.747, 2.380], [-2.929, 2.807, 2.522], [0.420, 1.394, -3.859], [-2.728, 1.546, 2.277], [-1.592, 0.698, -5.213], [1.158, -0.760, 4.687], [1.782, -1.747, -2.656], [-3.059, 3.154, 3.547], [4.032, -0.238, 0.671], [1.081, -3.166, 1.382], [-1.404, -3.593, -0.245], [4.776, -0.008, -0.653], [-1.371, -3.125, 0.742], [-0.304, -3.790, 1.621], [4.568, 0.233, 1.498], [1.946, -0.168, 1.288], [2.619, 0.349, 0.606], [2.085, 0.231, -0.757], [1.956, -0.350, -4.686], [2.123, -1.104, 5.036], [1.071, 0.344, 3.854], [-3.415, -0.586, -2.200], [2.306, 2.019, -1.903], [-1.073, -1.645, 0.561], [1.227, -1.164, -4.657], [0.209, -1.462, -0.126], [-2.362, 1.208, 0.028], [-0.337, 0.706, -3.461], [-3.004, 5.568, 0.166], [0.266, -0.288, -2.566], [1.164, -2.573, -0.018], [0.052, -2.272, 5.740], [-4.880, -0.479, 0.061], [-0.281, -4.858, 1.399], [-2.897, 4.431, -0.621], [-0.487, -1.677, -5.877], [4.332, 2.099, -0.650], [-2.902, 3.315, 0.146], [2.160, -2.186, -0.220], [-2.997, 3.749, 1.469], [0.481, -0.060, -0.955], [-1.066, -1.151, 1.543], [0.284, -0.170, -6.318], [0.882, -1.466, -3.206], [-2.833, 4.366, -1.696], [-0.167, 0.793, 3.404], [0.958, -3.349, -0.764], [-0.215, 1.654, 2.747], [-3.253, 0.983, 4.234], [-1.328, 0.149, 3.804], [-3.666, 0.271, -1.581], [1.715, -2.035, -5.095]],
  "lowdin_charge": [-0.073, 0.095, -0.176, 0.031, -0.180, -0.048, 0.099, -0.037, 0.117, 0.119, 0.101, 0.103, 0.104, -0.174, 0.113, 0.104, -0.184, 0.123, 0.124, 0.103, 0.120, -0.181, 0.113, -0.018, -0.371, 0.078, 0.099, 0.112, 0.116, -0.073, 0.121, -0.144, 0.115, -0.082, 0.104, 0.150, -0.166, -0.160, 0.120, -0.184, -0.163, -0.171, 0.114, 0.082, -0.207, -0.208, 0.105, 0.109, -0.086, -0.045, 0.120, -0.233, -0.177, -0.180, 1.381, -0.210, -0.066, -0.202, -0.195, 0.110, 0.812, 0.113, -0.136, 0.111, 0.116, -0.134, 0.096, -0.331, 0.566, 0.104, 0.112, -0.196, 0.111, -0.050, 0.120, 0.101, 0.132, -0.234, -0.742, 0.118]
}